C3H3P | ωB97M-V/def2-TZVPD

Calculated values
Strongest force on any atom, eV/Å: 9.5
Total charge: 0

Atoms and positions in Å:
H: 0.77476 -0.55994 -1.09470
H: 0.82934 -1.00820 -0.29333
P: -1.31846 0.39037 2.30812
C: -0.81691 0.20097 -1.84667
H: -0.64393 0.17288 -2.81815
C: -1.22331 0.40607 0.61203
C: -1.13392 0.30004 -0.68374

Mulliken population analysis, charges in e, atoms 1 to 6: -0.131, 0.070, -0.106, -0.374, 0.459, -0.444


C31H78NO10 | ωB97M-V/def2-TZVPD

Calculated values
Strongest force on any atom, eV/Å: 4.6
Total charge: -1

Atoms and positions in Å:
H: -1.68787 1.21043 -0.41014
O: 0.18038 3.11689 -0.99388
H: -1.23592 -2.21394 3.57730
H: -2.40662 -3.38852 -5.30167
H: -3.01803 -2.70437 1.42985
H: 4.33890 -0.85330 -3.61227
C: 5.01294 -1.99258 -0.90422
H: 1.47747 0.41380 8.84989
H: 0.56501 1.33868 -4.50747
H: -1.27533 1.26324 -2.67199
H: 3.68428 -3.77865 -1.32932
H: -0.02045 -0.42399 9.32521
H: 0.24886 -0.98062 6.32740
C: -4.07422 -4.11842 -4.63879
C: -1.98889 0.32733 -4.67262
C: 0.03077 -0.83610 -3.88154
O: -0.23996 0.99708 7.86312
C: 5.11395 -3.54476 -6.98985
H: 0.10212 -0.33540 3.45723
H: -1.48144 0.97867 -5.47359
C: 2.44371 0.31492 -3.70759
H: -4.35180 0.77068 6.30038
C: -1.39033 2.30725 1.97701
O: 5.44803 2.42894 0.23226
H: -4.31582 5.36080 -3.48255
H: 5.60756 2.92151 3.14602
H: 0.19282 -2.01072 -0.13830
C: 4.69096 1.45310 0.45123
H: 4.11542 0.00397 -1.28320
H: -4.30775 0.14983 -2.96297
H: 5.80368 -3.79397 -6.18304
H: -4.83002 1.54960 -0.92499
H: -3.67234 2.31068 1.81040
C: -3.38092 0.44867 -2.36301
H: -1.73135 -0.82017 7.46916
H: -3.47797 2.61436 -1.64422
H: 2.15295 -2.88061 -2.97360
C: -0.88726 -3.44096 1.20835
H: 3.62875 -2.33127 -7.26723
H: 2.70170 1.94639 -0.46338
H: -2.27128 -2.25815 6.56816
O: -4.70919 1.81544 4.55630
C: 4.33484 -0.65505 -0.36085
H: -3.04165 0.30378 0.53629
H: -5.21286 2.48416 5.03591
C: 0.89373 4.31812 -0.75282
H: 0.56853 -1.84972 -4.02577
H: 0.20695 5.09751 -0.41125
C: -5.52152 3.86028 -3.25300
H: -0.91142 -2.39425 7.71143
H: -3.04494 0.07514 -5.07542
O: -3.17386 -3.83600 -5.69402
H: 6.84644 1.78732 4.71203
O: 4.22752 -2.53368 -6.53724
H: 5.23799 -2.65693 0.01144
H: -0.47284 3.30587 -1.68096
C: -1.72830 -1.49778 2.83937
H: -3.59214 -4.77173 -3.90576
H: -2.75160 -1.20797 3.26339
H: 2.17146 -1.56093 -1.71648
H: -4.95093 -4.62257 -5.04932
C: -3.73245 1.57898 -1.23938
H: 6.04046 -1.73069 -1.35714
H: 3.09374 1.06070 -4.30882
H: -0.42379 -0.12507 1.65062
C: 3.21917 -1.08606 -3.73220
H: -1.17003 3.33076 2.43373
C: -1.51728 1.16708 3.13177
H: -3.02435 -0.49535 -1.82027
C: -2.22140 1.10629 -3.28750
O: 5.17079 0.10162 0.56776
C: -2.75910 1.27642 0.01214
C: -1.40471 -1.74281 6.98400
H: 5.56554 0.77944 3.97183
H: 3.33048 -0.96078 0.11960
H: -5.82868 0.30177 5.40294
C: 0.47341 -2.80634 0.62689
H: 1.08336 -3.62023 0.10302
H: 3.03734 -1.64853 -4.71424
H: 1.24987 -0.01858 -5.57864
H: -5.49094 2.77968 -3.39315
C: 4.08937 -2.85751 -1.88795
H: -4.22253 -0.16219 4.78919
H: -1.28211 -4.19979 0.43883
C: 1.01414 0.27912 -4.49084
H: -2.63357 2.15135 -3.57165
C: 2.83641 -2.07486 -2.50689
H: -1.17544 1.60862 4.12885
C: -1.96815 -2.25588 1.43976
H: -2.64243 0.94492 3.23266
C: -0.77494 -0.20331 2.73103
H: 2.55215 0.81894 1.03599
H: 4.54618 -4.43665 -7.26799
H: 1.14312 -2.35554 1.43229
H: 0.25489 1.25482 9.85089
H: 1.63923 4.13185 0.02004
H: -0.67681 -4.03999 2.15937
O: -4.26184 4.40674 -3.61586
H: -6.30368 4.28541 -3.88817
H: 4.69694 -3.27284 -2.76899
C: 3.10619 1.71911 0.59009
N: -1.27559 -0.96785 -4.56024
H: 0.15662 1.84667 7.63298
H: -1.86112 -1.55973 0.54077
H: -2.75694 3.48192 0.67096
H: 1.39456 4.63798 -1.67055
C: -4.78495 0.61367 5.30889
H: -4.38460 -3.18612 -4.15943
C: -2.76917 2.43432 1.12325
C: 0.40819 0.53740 9.04076
C: 5.76759 1.65055 4.60045
H: 2.88479 2.60497 1.28173
H: 5.68148 -3.18070 -7.85063
H: -0.53046 2.00559 1.28213
H: 5.32038 1.49729 5.58313
H: -0.04623 -0.61745 -2.73961
O: 5.19535 2.80898 4.01321
O: -0.50586 -1.43501 5.93233
H: 2.33583 0.77272 -2.66550
H: -5.72934 4.08288 -2.20304

Mulliken population analysis, charges in e, atoms 1 to 6: -0.174, -0.115, 0.254, 0.299, 0.432, 0.383


C4H9NO2S | ωB97M-V/def2-TZVPD

Calculated values
Strongest force on any atom, eV/Å: 3.3
Total charge: 0
SMILES: C[C@H]1CO[S@](=N)(=O)C1

Atoms and positions in Å:
H: 0.58975 -0.98367 -1.47670
C: 0.11570 -1.20278 0.69090
O: -1.30129 -1.27283 0.46832
S: -1.86055 0.12589 -0.04873
N: -2.28906 0.89499 1.19585
H: -0.33942 1.13341 -1.47642
O: -2.85658 -0.02981 -1.06651
C: 0.79668 -0.42512 -0.49162
H: 2.81940 0.04386 -1.25840
H: 2.01524 1.13601 -0.00302
H: 0.20109 -0.65519 1.56583
H: 0.01324 1.53011 0.33202
C: -0.16871 0.77154 -0.43987
H: -3.10877 1.51074 1.13357
C: 2.23831 0.09820 -0.32262
H: 2.65844 -0.45075 0.47323
H: 0.47653 -2.22460 0.72417

Mulliken population analysis, charges in e, atoms 1 to 6: 0.351, -0.803, -0.362, 0.956, -0.684, 0.413


C19H48F3N3O9S | ωB97M-V/def2-TZVPD

Calculated values
Strongest force on any atom, eV/Å: 3.3
Total charge: +2

Atoms and positions in Å:
H: 4.02492 -1.64491 -3.84256
C: 3.77983 0.20356 3.62518
H: 0.62799 3.71773 3.37627
H: -7.08617 0.43431 -2.88129
F: 0.49147 -1.73605 -2.91497
N: -3.34731 -1.31372 -0.68950
H: 4.51851 -2.70736 -1.01989
H: 3.85796 -0.85719 3.86349
C: -0.80117 -4.03829 0.90516
H: 2.67298 2.03314 1.66154
H: 6.20979 0.25103 3.71265
H: 3.24750 -1.58935 -1.57092
H: -5.48470 -1.50180 -2.61954
H: -2.89334 -2.02124 -2.69942
C: 0.42591 3.16404 2.45938
H: -5.26587 -0.12696 0.99333
H: -2.40295 -1.44557 -0.35652
H: -4.87911 -0.42984 -3.77681
C: 5.00997 -1.88229 -3.44078
C: -2.52993 3.10596 -0.16891
H: -3.85806 3.29561 1.46147
H: 0.68602 2.10839 2.53715
H: 3.43509 3.54157 1.27981
O: 1.64352 -0.10277 -0.41280
C: -1.03960 3.25086 2.01345
O: 5.15331 -1.21823 -2.18510
O: 4.59586 0.65290 2.54117
H: 3.80342 -1.10543 0.92341
H: -1.81339 2.89160 2.69190
C: 2.50528 2.98573 1.15900
H: -5.48464 1.37069 2.05600
N: -1.27611 2.65790 0.62183
O: -5.27120 0.29965 -1.92312
C: -3.99145 -2.72066 -0.30881
O: -3.96381 1.41732 0.67446
H: -4.96273 -2.60536 0.17226
H: 2.70318 0.37341 3.63392
H: 6.37483 -1.97515 0.16224
C: 4.27450 -1.66276 -1.21320
C: 5.95454 0.41289 2.66538
H: -6.09518 1.80708 -3.23241
H: -0.41864 2.84800 0.12313
H: -1.25439 4.28711 1.75237
O: -1.79765 -3.40595 0.04151
H: 6.53434 1.12168 2.07416
H: -1.02765 -5.06124 1.20584
H: 4.04643 0.79004 4.50441
H: 2.58391 2.83001 0.08305
H: -4.17748 -3.18001 -1.27963
H: -0.58726 -3.53655 1.84887
O: 0.47145 1.87562 -1.36754
H: -1.27353 1.64807 0.64077
C: -5.23221 0.95916 1.07875
H: 4.50878 0.17115 -0.16573
C: 0.64720 -0.42298 -3.02584
H: -4.77860 3.16419 0.11380
C: -4.73906 -0.71504 -2.73415
H: 0.12142 -4.11305 0.32955
N: 6.02707 -1.09414 0.51292
H: -6.75778 1.84459 -1.79042
H: -6.06525 1.15606 0.40393
C: -3.83257 2.78405 0.49931
C: -3.29577 -1.10277 -2.27213
H: -2.51181 2.54913 -1.10577
H: 5.08510 -2.96722 -3.36746
H: -3.09270 -3.22793 1.59717
H: -3.75866 -0.57606 -0.13564
H: 6.63277 -0.49974 -0.03473
F: -0.38789 0.03138 -3.79633
C: -3.07409 -3.60869 0.57600
O: -0.75684 -0.01558 -0.70709
H: -2.63128 -0.24621 -2.38550
C: 6.31563 -0.94774 2.05213
C: -6.32929 1.08784 -2.44755
H: -3.43350 -4.63635 0.62919
S: 0.55123 0.40219 -1.21115
F: 1.71678 -0.02898 -3.69902
H: 5.67478 -1.47562 -4.20285
H: 7.38601 -1.14216 2.12001
H: -2.29260 4.09438 -0.56235
H: 5.90260 -1.78088 2.62079
C: 4.49402 -0.88333 0.10987
O: 1.25734 3.73307 1.43945

Mulliken population analysis, charges in e, atoms 1 to 6: 0.188, -0.879, 0.423, 0.404, -0.213, 0.760


| no. | frontier orbital gap (eV) | HOMO energy (eV) |
| --- | --- | --- |
| 1 | 7.98 | -9.0 |
| 2 | 3.46 | -1.8 |
| 3 | 10.14 | -9.3 |
| 4 | 10.44 | -14.5 |